C39H47Cl2FN6O5ReSi | ωB97M-V/def2-TZVPD

XYZ file:
```
102
Properties=species:S:1:pos:R:3:mulliken_spin:R:1
Re 1.038 1.135 1.065 -0.002
C 4.761 1.300 3.425 0.000
Si 4.005 0.350 2.010 0.000
C 3.116 -1.095 2.788 0.000
C 5.236 -0.448 0.869 0.000
N 2.933 1.572 1.063 0.001
C 3.607 2.610 0.356 0.001
C 5.011 2.725 0.411 0.000
C 5.730 3.697 -0.251 0.000
C 5.077 4.645 -1.021 0.000
C 3.698 4.610 -1.082 0.000
C 3.001 3.632 -0.403 0.000
F 1.655 3.752 -0.482 0.000
H 5.382 0.617 4.013 0.000
H 3.987 1.675 4.098 0.000
H 5.385 2.145 3.133 0.000
H 3.866 -1.890 2.860 0.000
H 2.285 -1.494 2.208 0.000
H 2.781 -0.891 3.804 0.000
H 5.831 -1.136 1.476 0.000
H 5.923 0.205 0.341 0.000
H 4.707 -1.047 0.121 0.000
H 5.565 2.031 1.013 0.000
H 6.808 3.718 -0.158 0.000
H 5.628 5.410 -1.550 0.000
H 3.133 5.342 -1.643 0.000
C -6.508 -1.658 1.185 0.001
C -5.598 -1.576 -0.056 0.004
C -5.254 -0.089 -0.237 0.002
C -6.431 -2.062 -1.253 -0.001
C -4.351 -2.514 0.132 0.007
O -4.795 -3.815 0.527 0.003
C -3.487 -2.773 -1.125 0.036
C -3.061 -1.621 -2.048 0.125
C -2.298 -2.063 -3.244 0.095
C -1.142 -1.342 -3.674 0.029
C -0.484 -1.693 -4.807 0.077
C -0.953 -2.809 -5.562 0.279
Cl -0.149 -3.251 -6.946 0.166
C -2.110 -3.543 -5.160 0.063
C -2.764 -3.164 -4.032 0.065
C -3.506 -2.210 1.375 0.000
N -2.712 -0.988 1.432 0.001
C -1.521 -0.760 0.912 -0.001
N -1.076 0.415 1.331 0.000
C -2.085 0.871 2.144 0.000
N -3.091 0.038 2.233 0.000
H -7.481 -1.229 0.943 0.000
H -6.105 -1.083 2.021 0.000
H -6.665 -2.683 1.517 0.000
H -6.184 0.454 -0.423 0.000
H -4.590 0.130 -1.074 0.002
H -4.822 0.331 0.666 0.000
H -7.266 -1.380 -1.410 0.000
H -6.868 -3.049 -1.076 0.000
H -5.875 -2.108 -2.195 0.000
H -5.495 -4.114 -0.063 0.000
H -4.073 -3.487 -1.704 0.003
H -2.587 -3.308 -0.808 -0.019
H -2.498 -0.854 -1.516 0.008
H -3.956 -1.135 -2.463 0.048
H -0.802 -0.493 -3.095 0.010
H 0.379 -1.141 -5.158 -0.002
H -2.452 -4.372 -5.763 0.000
H -3.661 -3.691 -3.742 -0.004
H -2.839 -3.056 1.536 0.000
H -4.183 -2.166 2.220 0.000
H -0.947 -1.462 0.307 0.002
H -2.045 1.779 2.722 0.000
Cl 5.930 -4.273 -3.532 0.000
C 4.640 -3.558 -2.629 0.000
C 3.731 -4.374 -1.974 0.000
C 2.694 -3.797 -1.259 0.001
C 2.578 -2.414 -1.182 -0.002
C 3.497 -1.609 -1.848 0.001
C 4.528 -2.177 -2.579 0.000
C 1.456 -1.815 -0.396 0.009
O 0.416 -2.449 -0.234 -0.003
O 1.719 -0.626 0.058 -0.005
H 3.839 -5.448 -2.026 0.000
H 1.972 -4.416 -0.745 0.000
H 3.397 -0.532 -1.799 0.000
H 5.251 -1.559 -3.095 0.000
C -2.636 5.198 1.996 0.000
C -1.283 4.587 2.119 0.000
C -0.182 4.939 2.861 0.000
C 0.806 3.978 2.599 0.000
N 0.328 3.068 1.743 0.000
N -0.946 3.455 1.473 0.000
C 2.195 3.987 3.132 0.000
H -2.631 6.200 2.416 0.000
H -3.377 4.610 2.540 0.000
H -2.954 5.264 0.954 0.000
H -0.088 5.790 3.514 0.000
H -1.456 3.004 0.731 0.000
H 2.218 4.492 4.095 0.000
H 2.852 4.532 2.451 0.000
H 2.593 2.986 3.246 0.000
O 0.870 0.651 4.151 0.000
C 1.069 0.744 3.040 0.000
O 0.495 1.593 -1.982 0.001
C 0.719 1.519 -0.872 0.000
```

Its strongest force on any atom is 1.0 eV/Å. The net charge is +2. Its spin multiplicity is 2. As for the expectation value of S²: 0.77. The calculated total energy comes out at -98141.805 eV. The HOMO-LUMO gap (spin up / spin down) comes out at 0.24196 / 0.12966 Eh. The calculation puts the lowest unoccupied orbital energy (spin up / spin down) at -6.2 / -9.3 eV.



C39H47Cl3O2P2RuS2Sb | ωB97M-V/def2-TZVPD

XYZ file:
```
97
Properties=species:S:1:pos:R:3:mulliken_spin:R:1
Ru 0.223 -0.260 0.096 0.960
S -1.430 0.994 -1.157 -0.069
P -0.799 2.397 0.149 0.053
C 0.648 1.792 0.818 -0.100
P 2.103 1.983 -0.042 0.096
S 2.134 0.468 -1.359 -0.039
C 2.505 3.563 -0.845 -0.007
C 3.186 4.565 -0.151 0.003
C 3.485 5.769 -0.774 0.000
C 3.096 5.982 -2.089 0.000
C 2.404 4.996 -2.779 0.000
C 2.108 3.789 -2.162 -0.001
C 3.455 1.810 1.161 -0.032
C 4.770 1.699 0.708 0.003
C 5.815 1.615 1.613 -0.001
C 5.553 1.647 2.980 0.000
C 4.247 1.744 3.433 0.000
C 3.195 1.826 2.525 0.005
C -1.961 2.584 1.545 -0.017
C -2.880 3.631 1.587 0.001
C -3.750 3.763 2.664 0.000
C -3.707 2.849 3.705 0.000
C -2.793 1.802 3.668 0.000
C -1.922 1.671 2.598 0.001
C -0.815 4.051 -0.580 -0.005
C -1.360 4.269 -1.837 -0.002
C -1.388 5.553 -2.371 -0.001
C -0.856 6.613 -1.653 0.001
C -0.299 6.396 -0.397 -0.002
C -0.281 5.120 0.141 -0.010
H 3.495 4.399 0.873 0.001
H 4.022 6.538 -0.234 0.000
H 3.331 6.921 -2.577 0.000
H 2.097 5.165 -3.803 0.000
H 1.575 3.012 -2.698 0.001
H 4.971 1.667 -0.358 -0.001
H 6.834 1.525 1.258 0.000
H 6.370 1.595 3.689 0.000
H 4.042 1.759 4.496 0.000
H 2.166 1.891 2.858 0.001
H -2.924 4.351 0.780 0.000
H -4.458 4.582 2.686 0.000
H -4.384 2.952 4.544 0.000
H -2.762 1.077 4.472 0.000
H -1.198 0.868 2.595 0.004
H -1.762 3.433 -2.398 0.002
H -1.821 5.721 -3.349 0.000
H -0.871 7.611 -2.072 0.000
H 0.119 7.225 0.162 0.000
H 0.146 4.948 1.123 0.001
Cl -3.116 -2.319 3.345 0.001
C -3.184 -2.054 1.595 -0.001
Cl -3.852 -3.502 0.814 0.000
Cl -4.215 -0.663 1.235 0.000
C -1.777 -1.709 1.021 -0.025
O -0.870 -1.318 1.791 -0.001
O -1.639 -1.802 -0.213 0.042
C -0.790 -4.932 -0.529 0.003
C 0.392 -4.669 0.409 0.015
C -0.112 -4.439 1.835 0.001
C 1.321 -5.884 0.415 -0.001
Sb 1.378 -2.816 -0.282 0.108
C 1.884 -3.246 -2.385 0.005
C 3.049 -2.397 -2.882 0.000
C 2.229 -4.713 -2.623 -0.001
C 0.608 -2.848 -3.134 0.000
C 3.147 -2.579 1.028 -0.010
C 4.341 -2.030 0.252 0.006
C 2.648 -1.539 2.031 0.014
C 3.592 -3.832 1.769 0.001
H -1.391 -5.752 -0.115 0.000
H -0.463 -5.239 -1.522 0.000
H -1.439 -4.065 -0.636 -0.001
H -0.561 -5.372 2.196 0.000
H -0.870 -3.670 1.901 -0.002
H 0.687 -4.168 2.527 0.000
H 0.743 -6.738 0.795 0.001
H 2.174 -5.761 1.071 0.000
H 1.683 -6.154 -0.572 -0.001
H 3.968 -2.568 -2.327 0.000
H 2.829 -1.335 -2.862 0.000
H 3.238 -2.669 -3.930 0.000
H 3.088 -5.036 -2.031 0.000
H 2.494 -4.839 -3.681 0.001
H 1.395 -5.380 -2.421 0.000
H 0.332 -1.810 -2.934 -0.002
H -0.245 -3.474 -2.872 0.000
H 0.778 -2.946 -4.214 0.000
H 4.086 -1.167 -0.362 -0.001
H 4.790 -2.796 -0.384 0.000
H 5.106 -1.710 0.973 0.000
H 2.352 -0.611 1.538 -0.013
H 3.458 -1.272 2.724 0.001
H 1.794 -1.892 2.613 0.008
H 3.914 -4.619 1.087 -0.001
H 2.823 -4.232 2.429 0.000
H 4.457 -3.575 2.395 0.001
```

Its strongest force on any atom is 1.2 eV/Å. Its spin multiplicity is 2. As for the expectation value of S²: 0.78. The calculated total energy comes out at -132236.187 eV. The HOMO-LUMO gap (spin up / spin down) comes out at 0.25588 / 0.26238 Eh. The calculation puts the lowest unoccupied orbital energy (spin up / spin down) at -0.5 / -0.3 eV.



C39H47Ge2N4O2Se2SnTe | ωB97M-V/def2-TZVPD

XYZ file:
```
98
Properties=species:S:1:pos:R:3:lowdin_charge:R:1
Sn -1.423 0.644 -0.306 0.925
C 3.952 -0.101 1.108 0.026
C 2.626 0.493 0.739 -0.315
O 1.609 -0.221 0.560 -0.187
C 2.478 1.931 0.649 -0.132
C 3.574 2.707 0.226 -0.006
C 3.452 4.061 0.052 -0.052
C 2.228 4.675 0.335 -0.027
C 1.152 3.946 0.799 0.016
C 1.256 2.566 0.973 -0.332
O 0.198 1.911 1.483 -0.326
H 3.837 -1.109 1.496 0.072
H 4.434 0.524 1.858 0.110
H 4.611 -0.135 0.236 0.117
H 4.509 2.215 -0.021 0.123
H 4.286 4.645 -0.311 0.115
H 2.127 5.746 0.211 0.119
H 0.210 4.422 1.041 0.120
C -2.007 0.199 4.711 -0.159
C -1.520 1.169 3.625 -0.309
Ge 0.291 0.851 3.041 0.916
C 1.689 1.791 4.005 -0.293
C 1.764 1.343 5.474 -0.146
C 0.690 -1.052 3.193 -0.144
C 1.125 -2.136 2.542 -0.263
Ge 1.386 -2.165 0.612 1.016
C -0.282 -2.698 -0.224 -0.333
C -0.121 -3.998 -1.025 -0.139
C 2.920 -2.659 -0.483 -0.290
C 3.991 -3.594 0.096 -0.141
C 1.204 -3.482 3.181 -0.227
C 0.814 -3.713 4.502 -0.025
C 0.893 -4.979 5.053 -0.058
C 1.360 -6.051 4.300 -0.065
C 1.742 -5.846 2.985 -0.057
C 1.661 -4.572 2.442 -0.062
H -3.011 0.466 5.042 0.079
H -1.360 0.203 5.592 0.062
H -2.053 -0.823 4.332 0.049
H -1.555 2.206 3.967 0.079
H -2.157 1.093 2.743 0.018
H 1.462 2.856 3.928 0.081
H 2.647 1.628 3.507 0.063
H 0.809 1.477 5.987 0.066
H 2.509 1.924 6.020 0.075
H 2.045 0.292 5.560 0.067
H 0.448 -1.225 4.248 0.050
H -0.652 -1.909 -0.871 -0.030
H -1.000 -2.826 0.589 0.032
H 0.519 -3.867 -1.898 0.063
H -1.097 -4.328 -1.384 0.083
H 0.290 -4.811 -0.420 0.068
H 3.347 -1.715 -0.814 0.056
H 2.458 -3.109 -1.361 0.063
H 4.357 -3.270 1.073 0.069
H 4.848 -3.643 -0.576 0.080
H 3.618 -4.610 0.209 0.064
H 0.435 -2.905 5.114 0.106
H 0.579 -5.134 6.078 0.112
H 1.423 -7.039 4.738 0.111
H 2.099 -6.672 2.382 0.113
H 1.974 -4.438 1.411 0.056
Se -3.608 -1.553 1.553 0.541
C -4.614 -1.336 0.112 -0.925
N -5.269 -1.128 -0.842 -0.126
Se -4.779 0.336 -2.501 1.291
N -5.712 1.743 -2.192 -0.210
C -4.965 2.553 -1.362 -0.350
C -5.326 3.746 -0.748 0.025
C -4.387 4.368 0.069 -0.046
C -3.126 3.810 0.263 -0.107
N -2.742 2.680 -0.337 -0.007
C -3.653 2.089 -1.125 -0.510
N -3.302 0.917 -1.712 -0.351
H -6.311 4.168 -0.899 0.127
H -4.633 5.291 0.577 0.110
H -2.404 4.281 0.916 0.109
C -2.084 1.109 -8.256 -0.044
C -1.553 1.058 -6.846 -0.259
C -1.837 -0.012 -6.009 -0.016
C -1.316 -0.095 -4.721 -0.322
C -1.618 -1.320 -3.889 -0.102
C -0.503 0.947 -4.264 -0.508
Te 0.424 0.800 -2.375 0.945
C -0.211 2.053 -5.074 -0.320
C 0.651 3.202 -4.611 -0.103
C -0.743 2.078 -6.359 -0.013
H -2.823 0.327 -8.430 0.075
H -1.274 0.972 -8.974 0.086
H -2.548 2.073 -8.467 0.082
H -2.477 -0.812 -6.368 0.117
H -2.322 -1.976 -4.403 0.083
H -2.033 -1.053 -2.919 0.012
H -0.704 -1.888 -3.693 0.068
H 0.280 3.623 -3.675 0.057
H 0.668 3.991 -5.363 0.076
H 1.679 2.879 -4.432 0.067
H -0.523 2.929 -6.997 0.121
```

Its strongest force on any atom is 0.9 eV/Å. The net charge is +1. The calculated total energy comes out at -308103.418 eV. The HOMO-LUMO gap comes out at 0.20508 Eh. The calculation puts the lowest unoccupied orbital energy at -3.7 eV.



- Look up the calculated total energy of the third one.
  -308103.418 eV



- Which value of strongest force on any atom does entry 3 give?
  0.9 eV/Å



- Number 3 is which compound?
  C39H47Ge2N4O2Se2SnTe